Here is 2 unconnected molecules or ions with the total composition C17H13BF7NO12S in a non-equilibrium geometry from OMol25. Energies are from ωB97M-V/def2-TZVPD.

Geometry as XYZ:
```
52
Properties=species:S:1:pos:R:3:forces:R:3
C 1.340 -2.014 -0.697 0.167 0.531 -0.158
C 2.722 -1.994 -1.334 -0.092 -0.267 0.514
C 3.674 -2.854 -0.487 -0.640 -0.038 -0.070
C 3.265 -0.583 -1.591 0.508 -0.145 -0.127
O 2.564 0.492 -0.900 -0.549 -1.121 0.447
C 2.038 1.436 -1.635 -0.048 0.247 0.116
O 2.633 2.209 -2.315 0.613 0.524 -0.885
C 0.541 1.558 -1.576 -0.637 0.158 0.361
C -0.077 2.425 -2.467 -0.496 -0.091 0.189
C -1.457 2.572 -2.437 0.599 -0.172 0.116
N -2.179 1.864 -1.560 0.116 0.115 -0.161
C -1.608 1.029 -0.673 0.354 -0.219 -0.578
S -2.748 0.206 0.434 -0.218 0.825 1.154
O -2.200 0.330 1.732 0.511 -0.261 0.152
O -4.044 0.728 0.141 -0.083 -0.083 -0.582
C -2.715 -1.623 0.049 -0.301 -0.246 -0.142
F -2.910 -2.193 1.228 -0.151 -0.047 0.144
F -1.521 -1.996 -0.417 0.052 0.321 -0.060
C -3.828 -2.132 -0.917 0.419 -0.229 0.006
F -3.593 -3.447 -1.066 0.118 -0.159 -0.026
F -5.025 -1.986 -0.362 -0.153 0.330 0.010
C -3.809 -1.535 -2.347 -0.673 -0.666 -0.108
F -4.220 -0.271 -2.368 0.189 0.297 -0.057
F -2.591 -1.621 -2.869 0.271 0.268 -0.020
F -4.640 -2.249 -3.096 -0.022 0.047 -0.056
C -0.239 0.860 -0.652 -0.405 -0.030 0.281
H 0.599 -1.711 -1.435 -0.246 -0.132 0.017
H 1.111 -2.988 -0.286 -0.152 -0.276 -0.203
H 1.309 -1.314 0.132 0.120 -0.062 0.252
H 2.609 -2.470 -2.305 0.199 0.016 -0.266
H 4.707 -2.536 -0.540 0.215 -0.019 -0.015
H 3.332 -2.844 0.542 0.272 0.248 0.325
H 3.583 -3.886 -0.810 0.203 -0.208 -0.115
H 4.295 -0.560 -1.264 0.201 0.317 0.093
H 3.244 -0.365 -2.652 -0.006 0.229 -0.191
H 0.513 2.989 -3.166 0.114 0.090 -0.099
H -1.969 3.243 -3.102 -0.278 0.068 -0.020
H -3.193 1.962 -1.536 -0.060 -0.061 0.132
H 0.201 0.207 0.087 0.108 0.094 0.102
B 0.784 1.608 3.441 0.000 0.031 0.263
O 1.967 1.956 4.246 -0.162 -0.171 -0.248
C 3.013 1.255 3.837 0.134 0.245 0.298
O 4.123 1.314 4.271 0.049 -0.083 -0.043
C 2.552 0.361 2.675 -0.119 -0.183 -0.486
O 3.238 -0.380 2.028 -0.103 -0.032 0.046
O 1.254 0.583 2.471 0.163 0.043 0.028
O -0.318 1.108 4.278 0.000 0.273 -0.294
C -1.385 1.885 4.110 -0.062 -0.331 0.327
O -2.446 1.751 4.641 0.010 0.069 -0.065
C -1.014 2.983 3.095 0.156 0.174 -0.109
O -1.731 3.852 2.692 -0.098 -0.056 -0.143
O 0.247 2.787 2.729 -0.107 -0.170 -0.046
```
Positions in Å, forces in eV/Å.

Lowest unoccupied orbital energy: -3.37 eV
HOMO level: -9.3 eV
Kohn-Sham gap: 5.97 eV
Energy: -74436.6416 eV
Net charge: 0
Max |F|: 1.43 eV/Å